C42H40AlB2N10 as an isolated structure, computed with ωB97M-V/def2-TZVPD.

The net charge is +1. The HOMO energy (spin up / spin down) is -10.306 / -10.150 eV. The HOMO-LUMO gap (spin up / spin down) is 6.045 / 4.023 eV.

Each line ends with the Mulliken charge.
Positions of all 95 atoms, in Å:
1 Al 10.93 12.09 13.79  -2.804
2 C 5.92 10.92 15.35  -1.341
3 C 7.35 10.60 15.02  0.737
4 C 7.97 9.33 15.15  -1.774
5 C 9.27 9.54 14.59  -0.152
6 N 9.43 10.82 14.23  1.282
7 N 8.18 11.45 14.45  0.987
8 B 8.08 12.99 14.19  -1.211
9 N 8.44 13.13 12.60  -0.025
10 N 9.77 12.82 12.19  1.175
11 C 9.84 13.12 10.86  0.921
12 C 8.52 13.22 10.38  -1.270
13 C 7.68 13.24 11.48  0.239
14 C 6.19 13.34 11.42  -1.364
15 C 11.02 13.33 10.02  0.291
16 C 12.33 13.32 10.66  0.754
17 C 13.49 13.08 9.71  -0.190
18 C 13.20 13.15 8.26  -1.120
19 C 11.95 13.36 7.79  -0.540
20 C 10.85 13.44 8.66  -0.985
21 N 9.13 13.78 14.99  -0.163
22 N 10.48 13.73 14.65  1.589
23 C 11.14 14.62 15.47  0.234
24 C 10.21 15.18 16.37  -1.434
25 C 8.99 14.56 16.06  0.987
26 C 7.70 14.87 16.75  -1.496
27 C 12.53 15.01 15.43  0.731
28 C 13.26 15.02 14.25  0.400
29 C 14.59 15.45 14.30  -0.432
30 C 15.24 15.75 15.52  -0.603
31 C 14.47 15.70 16.68  -0.794
32 C 13.14 15.33 16.62  -0.852
33 C 10.31 8.52 14.54  0.973
34 C 11.23 8.44 13.47  0.903
35 C 12.13 7.41 13.42  -1.289
36 C 12.18 6.43 14.41  -0.663
37 C 11.28 6.50 15.48  -1.019
38 C 10.30 7.49 15.46  -0.735
39 H 5.42 10.02 15.76  0.425
40 H 5.37 11.17 14.41  0.192
41 H 5.85 11.82 15.97  0.247
42 H 7.53 8.44 15.54  0.656
43 H 6.95 13.50 14.25  -0.064
44 H 8.27 13.40 9.34  0.581
45 H 5.74 13.01 10.46  0.387
46 H 5.92 14.44 11.60  0.286
47 H 5.73 12.75 12.21  0.167
48 H 12.42 14.11 11.41  0.012
49 H 14.36 13.70 9.98  0.553
50 H 13.96 12.86 7.57  0.446
51 H 11.70 13.44 6.71  0.406
52 H 9.82 13.54 8.30  0.325
53 H 10.40 15.98 17.09  0.619
54 H 7.67 15.95 16.97  0.454
55 H 7.57 14.41 17.76  0.249
56 H 6.85 14.50 16.11  0.214
57 H 12.75 14.87 13.29  0.162
58 H 15.19 15.49 13.38  0.374
59 H 16.30 16.02 15.49  0.422
60 H 14.93 15.93 17.64  0.390
61 H 12.56 15.24 17.54  0.416
62 H 11.15 9.18 12.68  0.679
63 H 12.74 7.33 12.51  0.425
64 H 12.97 5.66 14.39  0.433
65 H 11.20 5.68 16.20  0.424
66 H 9.55 7.56 16.21  0.409
67 C 11.70 10.17 19.12  -0.528
68 C 12.82 9.66 18.41  -0.699
69 C 13.06 10.00 17.10  -0.710
70 C 12.07 10.76 16.38  0.482
71 C 10.91 11.16 17.08  0.447
72 C 10.74 10.88 18.42  -1.350
73 N 12.28 11.24 15.09  1.623
74 N 13.50 10.98 14.60  -1.184
75 C 13.56 11.30 13.31  0.532
76 C 14.81 11.09 12.61  -0.666
77 C 14.89 11.33 11.29  -1.164
78 C 13.77 11.63 10.40  -0.191
79 C 12.49 11.92 11.27  1.374
80 N 12.52 11.93 12.70  0.906
81 H 11.54 9.95 20.19  0.401
82 H 13.49 8.97 18.98  0.370
83 H 13.91 9.66 16.54  0.523
84 H 10.17 11.67 16.52  0.456
85 H 9.78 11.18 18.85  0.419
86 H 15.67 10.72 13.20  0.542
87 H 15.86 11.22 10.83  0.425
88 H 13.59 10.88 9.64  0.493
89 H 11.65 11.26 10.90  -0.744
90 B 9.52 7.59 10.48  0.267
91 C 9.99 9.09 10.13  0.023
92 N 10.43 10.15 9.96  -0.707
93 H 10.46 7.08 11.06  -0.225
94 H 8.44 7.74 11.20  -0.189
95 H 9.32 7.23 9.36  -0.163